# 1
Molecular formula: C38H76F6N4O9S
Method: DFT, ωB97M-V/def2-TZVPD

Structure (SMILES): COCCCCCCCCCCCC[C@@]1(N)C(=O)O[C@](CCC(F)=C(F)F)(S(=O)(=O)C(F)(F)F)[C@H]1CCCCO.COC[C@@H](C)N.COC[C@@H](C)N.COC[C@@H](C)N
Electronic energy in a.u.: -3386.91441
HOMO in eV: -9.11

Element x y z (Å)
1 C -2.865 3.053 0.067
2 O -2.642 3.052 -1.331
3 C -1.324 3.379 -1.755
4 C -0.682 2.262 -2.595
5 C 0.853 2.315 -2.547
6 C 1.554 1.461 -3.626
7 C 1.970 0.028 -3.231
8 C 2.733 -0.087 -1.898
9 C 3.946 -1.042 -1.929
10 C 3.726 -2.407 -2.623
11 C 3.917 -3.627 -1.677
12 C 3.067 -4.871 -2.041
13 C 2.019 -5.170 -0.955
14 C 1.039 -3.986 -0.807
15 C -0.458 -4.338 -0.839
16 N -0.764 -5.217 -1.971
17 C -0.963 -4.862 0.509
18 O -0.421 -5.603 1.226
19 O -2.135 -4.248 0.876
20 C -2.645 -3.495 -0.214
21 C -3.486 -2.275 0.217
22 C -3.920 -1.359 -0.966
23 C -5.379 -0.951 -0.944
24 F -6.117 -1.223 0.142
25 C -5.923 -0.246 -1.909
26 F -7.081 0.365 -1.858
27 F -5.303 -0.024 -3.048
28 S -3.780 -4.710 -1.060
29 O -3.224 -6.034 -1.077
30 O -4.321 -4.164 -2.277
31 C -5.241 -4.895 0.113
32 F -6.155 -3.978 -0.099
33 F -4.869 -4.871 1.382
34 F -5.761 -6.070 -0.155
35 C -1.384 -3.096 -1.021
36 C -0.742 -1.758 -0.609
37 C -0.233 -1.583 0.846
38 C -0.357 -0.110 1.307
39 C 0.839 0.357 2.148
40 O 0.774 -0.100 3.492
41 H -3.329 3.997 0.389
42 H -1.947 2.868 0.635
43 H -3.572 2.247 0.305
44 H -1.396 4.292 -2.365
45 H -0.680 3.634 -0.898
46 H -1.021 2.382 -3.634
47 H -1.070 1.284 -2.271
48 H 1.195 2.080 -1.531
49 H 1.139 3.365 -2.720
50 H 2.425 2.008 -4.006
51 H 0.848 1.383 -4.466
52 H 2.607 -0.358 -4.039
53 H 1.070 -0.605 -3.248
54 H 3.127 0.913 -1.660
55 H 2.066 -0.344 -1.062
56 H 4.782 -0.519 -2.407
57 H 4.239 -1.223 -0.886
58 H 2.751 -2.466 -3.118
59 H 4.471 -2.515 -3.422
60 H 3.644 -3.301 -0.664
61 H 4.982 -3.879 -1.691
62 H 2.534 -4.664 -2.982
63 H 3.704 -5.745 -2.211
64 H 2.576 -5.253 -0.012
65 H 1.508 -6.116 -1.141
66 H 1.298 -3.446 0.107
67 H 1.199 -3.277 -1.633
68 H -0.739 -6.203 -1.753
69 H -0.164 -4.998 -2.756
70 H -2.855 -1.687 0.893
71 H -4.346 -2.564 0.824
72 H -3.353 -0.420 -0.915
73 H -3.671 -1.810 -1.932
74 H -1.596 -2.998 -2.092
75 H 0.107 -1.568 -1.278
76 H -1.440 -0.935 -0.796
77 H 0.830 -1.832 0.912
78 H -0.785 -2.217 1.546
79 H -1.261 0.033 1.914
80 H -0.394 0.559 0.434
81 H 0.857 1.458 2.147
82 H 1.767 0.035 1.654
83 H 1.456 -0.776 3.594
84 C -7.097 4.045 -0.791
85 O -8.066 5.008 -0.417
86 C -9.147 5.164 -1.316
87 C -10.265 4.122 -1.170
88 C -9.902 2.756 -1.740
89 N -10.700 3.960 0.219
90 H -6.963 4.014 -1.876
91 H -7.357 3.047 -0.431
92 H -6.152 4.335 -0.331
93 H -9.568 6.148 -1.093
94 H -8.776 5.197 -2.350
95 H -11.119 4.503 -1.739
96 H -9.241 2.204 -1.072
97 H -10.798 2.149 -1.875
98 H -9.409 2.849 -2.710
99 H -11.056 4.845 0.568
100 H -9.875 3.776 0.785
101 C 5.529 0.021 3.911
102 O 4.140 0.201 4.116
103 C 3.712 0.175 5.467
104 C 3.886 1.493 6.231
105 C 5.324 1.782 6.652
106 N 3.368 2.640 5.481
107 H 5.953 -0.675 4.642
108 H 6.070 0.969 3.959
109 H 5.661 -0.395 2.912
110 H 2.642 -0.042 5.420
111 H 4.189 -0.659 5.999
112 H 3.290 1.400 7.143
113 H 5.925 2.143 5.817
114 H 5.339 2.557 7.417
115 H 5.805 0.891 7.062
116 H 2.376 2.505 5.305
117 H 3.794 2.627 4.558
118 C 7.323 -0.012 0.701
119 O 6.069 0.643 0.715
120 C 6.064 1.950 1.255
121 C 6.514 3.046 0.280
122 C 8.021 3.091 0.046
123 N 5.832 2.952 -1.014
124 H 7.924 0.255 1.576
125 H 7.887 0.211 -0.208
126 H 7.131 -1.085 0.723
127 H 5.022 2.146 1.524
128 H 6.649 1.980 2.184
129 H 6.225 3.999 0.734
130 H 8.348 2.303 -0.632
131 H 8.299 4.041 -0.408
132 H 8.571 2.989 0.984
133 H 4.830 3.049 -0.877
134 H 5.952 2.003 -1.362



# 2
Molecular formula: C38H76O20S3
Method: DFT, ωB97M-V/def2-TZVPD

Relative energy (zero: lowest compared OMol25 entry of this formula, charge and spin) in kJ/mol: 0.0
Electronic energy in a.u.: -4192.63016
HOMO in eV: -8.99

Element x y z (Å)
1 C -3.346 3.565 -0.326
2 C -1.999 4.222 -0.617
3 C -1.968 5.391 0.350
4 O -3.306 5.698 0.723
5 C -3.961 4.436 0.789
6 H -3.373 2.522 -0.016
7 H -4.029 3.693 -1.165
8 H -1.926 4.493 -1.671
9 H -1.112 3.607 -0.442
10 H -1.546 6.333 -0.018
11 H -1.306 5.237 1.212
12 H -5.042 4.519 0.682
13 H -3.799 4.001 1.787
14 C 1.054 3.916 -2.912
15 C 1.843 4.106 -4.209
16 C 3.297 3.715 -3.804
17 O 3.263 3.284 -2.458
18 C 1.928 2.933 -2.120
19 H 0.065 3.487 -3.069
20 H 0.986 4.854 -2.362
21 H 1.808 5.092 -4.664
22 H 1.477 3.362 -4.918
23 H 3.986 4.543 -3.966
24 H 3.618 2.883 -4.443
25 H 1.729 3.146 -1.071
26 H 1.753 1.898 -2.429
27 C -4.581 0.445 -3.724
28 C -3.872 1.780 -3.657
29 C -2.406 1.424 -3.909
30 O -2.493 0.386 -4.902
31 C -3.681 -0.372 -4.686
32 H -5.588 0.500 -4.129
33 H -4.579 -0.094 -2.777
34 H -3.887 2.309 -2.706
35 H -4.195 2.452 -4.452
36 H -1.900 0.974 -3.048
37 H -1.796 2.213 -4.347
38 H -3.376 -1.330 -4.251
39 H -4.133 -0.590 -5.655
40 C -3.660 1.612 3.790
41 C -3.854 0.820 5.094
42 C -2.897 1.502 6.050
43 O -1.803 1.913 5.233
44 C -2.348 2.388 4.000
45 H -4.476 2.325 3.660
46 H -3.629 0.972 2.910
47 H -3.503 -0.198 4.932
48 H -4.909 0.772 5.352
49 H -2.521 0.899 6.877
50 H -3.285 2.413 6.532
51 H -1.571 2.180 3.266
52 H -2.549 3.464 4.037
53 C 6.010 0.571 -1.885
54 C 5.403 -0.746 -2.349
55 C 3.938 -0.655 -1.863
56 O 4.186 -0.110 -0.557
57 C 5.091 0.966 -0.698
58 H 5.892 1.391 -2.603
59 H 7.088 0.500 -1.744
60 H 5.841 -1.526 -1.722
61 H 5.496 -1.037 -3.395
62 H 3.665 -1.692 -1.693
63 H 3.242 -0.050 -2.444
64 H 5.645 1.051 0.241
65 H 4.639 1.942 -0.877
66 C 1.212 5.793 2.943
67 C 0.435 4.486 3.151
68 C 0.827 3.620 1.934
69 O 1.639 4.450 1.093
70 C 2.281 5.365 1.938
71 H 1.699 6.210 3.823
72 H 0.541 6.510 2.471
73 H -0.638 4.655 3.190
74 H 0.745 3.982 4.065
75 H 0.048 3.131 1.353
76 H 1.474 2.798 2.281
77 H 2.637 6.226 1.367
78 H 3.177 4.935 2.409
79 C -2.598 -2.599 4.512
80 C -2.237 -2.289 3.066
81 C -2.527 -3.584 2.318
82 O -2.234 -4.606 3.252
83 C -2.586 -4.153 4.547
84 H -3.593 -2.266 4.804
85 H -1.883 -2.245 5.252
86 H -1.171 -2.064 3.074
87 H -2.747 -1.437 2.615
88 H -1.812 -3.674 1.500
89 H -3.536 -3.564 1.888
90 H -1.853 -4.565 5.245
91 H -3.543 -4.539 4.922
92 C 5.477 -3.227 2.138
93 C 5.738 -4.725 2.351
94 C 4.416 -5.356 1.896
95 O 3.423 -4.341 1.936
96 C 3.982 -3.116 2.419
97 H 5.572 -3.000 1.073
98 H 6.123 -2.603 2.749
99 H 5.944 -4.929 3.400
100 H 6.557 -5.046 1.710
101 H 4.096 -6.184 2.532
102 H 4.527 -5.741 0.876
103 H 3.763 -3.062 3.491
104 H 3.520 -2.297 1.870
105 C 0.640 -1.000 0.568
106 C 0.600 0.215 -0.375
107 O -0.646 0.043 -1.073
108 S -1.684 -0.429 0.025
109 O -2.815 -1.113 -0.453
110 O -1.843 0.598 0.982
111 O -0.679 -1.531 0.603
112 H 0.955 -0.694 1.569
113 H 1.401 -1.704 0.241
114 H 1.396 0.229 -1.112
115 H 0.673 1.188 0.110
116 C 3.488 -4.423 -2.937
117 C 2.522 -5.576 -3.260
118 O 1.243 -4.977 -3.450
119 S 1.263 -3.454 -3.004
120 O 1.179 -3.405 -1.589
121 O 0.407 -2.662 -3.784
122 O 2.805 -3.245 -3.386
123 H 4.425 -4.443 -3.482
124 H 3.657 -4.370 -1.860
125 H 2.499 -6.332 -2.478
126 H 2.815 -6.077 -4.183
127 C -2.773 -5.092 -2.585
128 C -2.839 -4.393 -1.215
129 O -4.233 -4.535 -0.837
130 S -5.098 -4.340 -2.144
131 O -5.077 -2.971 -2.478
132 O -6.309 -5.050 -2.081
133 O -4.106 -5.144 -3.095
134 H -2.496 -6.135 -2.413
135 H -2.070 -4.641 -3.280
136 H -2.698 -3.316 -1.300
137 H -2.234 -4.874 -0.458



The highest HOMO belongs to which entry?
C38H76O20S3



Which value of electronic energy does entry 2 give?
-4192.63016 a.u.